{"formula": "C2H30O21Zn", "method": "ωB97M-V/def2-TZVPD", "species": ["Zn", "O", "O", "O", "O", "O", "O", "O", "O", "O", "O", "O", "O", "O", "O", "O", "O", "O", "O", "O", "O", "O", "C", "C", "H", "H", "H", "H", "H", "H", "H", "H", "H", "H", "H", "H", "H", "H", "H", "H", "H", "H", "H", "H", "H", "H", "H", "H", "H", "H", "H", "H", "H", "H"], "coordinates": [[0.83600, 3.23400, -8.94400], [3.21300, 0.45800, -12.36400], [2.19100, 4.34900, -7.99100], [1.91500, 3.33700, -13.18300], [5.62800, 0.24300, -10.56400], [-1.26600, 2.70000, -12.10700], [-0.89500, 1.83900, -9.32300], [5.38400, 3.18600, -12.20200], [3.60000, 2.12000, -10.44300], [1.27100, -0.00300, -6.91700], [0.39400, 0.59500, -12.76100], [1.85600, 1.60500, -8.99200], [3.05100, 5.20200, -11.29300], [1.53800, 2.97100, -10.66900], [1.10400, -0.76700, -9.74600], [1.58000, 4.70000, -5.84600], [-0.37000, 4.78100, -9.38900], [6.52600, 2.03800, -8.52700], [0.61800, 3.12800, -7.10200], [4.37700, 0.70800, -8.14100], [4.66700, 3.94700, -9.00400], [0.39600, 5.95300, -11.89600], [2.35300, 2.05200, -10.13100], [1.57600, 3.96700, -6.85800], [3.75800, 1.20400, -8.64500], [4.15400, -0.23000, -8.22600], [3.81300, 0.76900, -13.03500], [6.15500, 1.41200, -9.12200], [5.43000, -0.49400, -9.97500], [-0.40900, 5.69400, -9.06700], [6.01500, 2.83200, -8.66500], [-0.53000, 5.72200, -12.10900], [-1.14500, 1.05000, -9.81300], [1.45900, 2.66300, -13.68300], [-1.69700, 2.35100, -9.02800], [-0.95100, 4.90400, -10.16700], [3.38400, 0.93200, -11.54100], [1.44200, 0.11000, -9.56600], [4.79700, 0.57900, -10.84800], [4.01600, 5.18800, -11.15400], [1.77300, -1.27700, -10.21100], [1.88100, 2.90900, -12.28100], [1.35800, 0.75200, -7.55600], [1.25100, 0.44200, -12.35800], [1.97200, 0.13800, -6.31500], [0.90300, 5.17000, -12.11900], [4.62700, 3.04600, -11.60200], [-1.56700, 2.71600, -13.05800], [4.23600, 3.25800, -9.57600], [-0.62300, 1.98300, -12.09000], [2.73200, 4.33500, -10.93700], [4.07000, 4.28800, -8.33800], [0.61000, 0.42000, -13.68600], [4.99700, 3.21400, -13.07900]], "total_charge": -2, "e_homo_ev": -1.543, "e_tot_ev": -93979.8172}

***

{"formula": "C17H22Cl4OTi", "method": "ωB97M-V/def2-TZVPD", "species": ["Ti", "Cl", "Cl", "Cl", "Cl", "O", "C", "C", "C", "C", "C", "C", "C", "C", "C", "C", "C", "C", "C", "C", "C", "C", "C", "H", "H", "H", "H", "H", "H", "H", "H", "H", "H", "H", "H", "H", "H", "H", "H", "H", "H", "H", "H", "H", "H"], "coordinates": [[-0.77671, 1.12760, -0.19754], [4.54810, 1.88323, 1.02875], [-1.66474, 1.44156, 1.92701], [1.34411, 1.45042, -1.21817], [-0.93873, 3.31604, -0.37974], [0.18828, -0.35271, 0.72472], [2.99301, -0.69164, 3.69556], [-1.59097, -1.23153, -1.34492], [-0.11640, -0.70291, -3.41033], [-3.86764, 1.71683, -0.87493], [4.00684, -1.62835, 3.79638], [-1.25151, -2.66930, -1.20521], [-1.81179, 0.88732, -2.26289], [3.10914, 0.44963, 2.81995], [5.35534, -0.38348, 2.20369], [-1.09074, -0.35324, -2.34587], [-2.57946, -0.53386, -0.58352], [-3.43759, -1.11203, 0.48043], [-2.75143, 0.77610, -1.16548], [5.18984, -1.48839, 3.05664], [2.07958, 1.35783, 2.71205], [4.34765, 0.56129, 2.07629], [-1.82556, 1.95034, -3.30119], [-2.94478, -1.97496, 0.93863], [0.52460, 0.15486, -3.64207], [-4.40917, -1.43715, 0.08475], [-4.67389, 1.60863, -1.61037], [-0.22194, -2.85826, -1.52754], [3.88601, -2.48596, 4.46144], [5.98446, -2.22710, 3.13974], [-3.61443, -0.37185, 1.26751], [-3.51612, 2.75191, -0.90089], [-0.62073, -1.01431, -4.33621], [-1.01215, 1.79704, -4.01540], [0.53074, -1.52405, -3.08322], [-1.69610, 2.93783, -2.84661], [2.12008, 2.20495, 2.04094], [-4.27639, 1.52883, 0.12108], [1.00659, -0.66462, 0.31240], [1.17715, 1.18415, 3.28778], [6.27373, -0.25640, 1.63313], [-1.35446, -2.98715, -0.16279], [2.06608, -0.78810, 4.27115], [-2.77609, 1.95221, -3.84871], [-1.91180, -3.30129, -1.81643]], "total_charge": -2, "e_homo_ev": 1.189, "e_tot_ev": -93243.3924}

***

{"formula": "ClH3NO2P", "method": "ωB97M-V/def2-TZVPD", "species": ["Cl", "P", "O", "O", "N", "H", "H", "H"], "coordinates": [[3.33495, -0.81865, 0.55583], [2.39946, 0.74804, -0.24479], [1.08895, 0.80035, 0.41021], [-1.71355, -1.28418, -0.70756], [-1.41631, -0.10638, -0.13800], [-0.24552, 0.23029, 0.03765], [-1.81309, 0.68586, -0.82041], [-1.63490, -0.25533, 0.90707]], "total_charge": 0, "e_homo_ev": [-7.637, -7.637], "e_tot_ev": -27441.9578, "smiles": "[NH3+][O-].O=PCl"}

***

{"formula": "C41H62F3N4O2ReSb", "method": "ωB97M-V/def2-TZVPD", "species": ["Re", "Sb", "F", "F", "F", "O", "O", "N", "N", "N", "N", "C", "C", "C", "C", "C", "C", "C", "C", "C", "C", "C", "C", "C", "C", "C", "C", "C", "C", "C", "C", "C", "C", "C", "C", "C", "C", "C", "C", "C", "C", "C", "C", "C", "C", "C", "C", "C", "C", "C", "C", "C", "H", "H", "H", "H", "H", "H", "H", "H", "H", "H", "H", "H", "H", "H", "H", "H", "H", "H", "H", "H", "H", "H", "H", "H", "H", "H", "H", "H", "H", "H", "H", "H", "H", "H", "H", "H", "H", "H", "H", "H", "H", "H", "H", "H", "H", "H", "H", "H", "H", "H", "H", "H", "H", "H", "H", "H", "H", "H", "H", "H", "H", "H"], "coordinates": [[0.47817, 0.09208, 0.66451], [2.16767, -0.44513, -1.60568], [-6.73725, -5.21547, -0.62098], [-5.47123, -6.50461, -1.83995], [-6.61301, -4.89678, -2.74122], [1.27055, 1.28079, 2.31530], [-3.12656, 0.97276, 1.68921], [-0.86726, 1.16502, 2.11525], [0.74260, 1.95563, -0.32252], [-0.70751, 3.14156, -1.73160], [-2.36409, 2.68925, 3.09079], [1.51289, 0.35093, 5.55356], [-1.87964, 3.89457, -3.82713], [0.49027, -2.02220, 2.00713], [4.54752, 1.61031, -2.11628], [2.20070, -0.94550, 3.36098], [1.05712, 0.31815, -3.20952], [-0.96694, 4.26935, -2.66264], [-1.31894, 3.24004, 3.78279], [-3.93625, -2.25816, -0.39114], [-2.78431, -3.27059, -2.29933], [-2.74225, 3.19975, -0.45932], [2.85520, -2.28071, -2.35888], [-5.88054, -5.25692, -1.65904], [-3.74807, -4.25089, -2.41867], [-4.93278, -3.21609, -0.54026], [3.90156, 0.61261, -1.18738], [3.69430, -2.01090, -3.56308], [-0.47962, -1.69885, 2.99462], [1.85408, -3.34960, -2.67870], [-1.77575, -1.40999, -1.00017], [-0.06283, 2.75839, 3.64670], [1.19255, -0.56991, 4.29229], [-1.83275, 2.34641, -1.36072], [1.49999, 3.90675, -1.45268], [-4.79913, -4.26259, -1.49502], [0.39116, -0.72469, -4.10147], [2.94102, -2.27578, 1.36205], [-1.84902, -2.30906, 2.86687], [3.83906, 1.12096, 0.21784], [-2.82145, -2.33718, -1.26412], [0.15954, 1.73103, 2.74685], [1.79272, 1.37642, -3.98424], [1.86125, -1.71238, 2.25585], [-0.87838, -0.75264, -0.53716], [0.13546, -3.16230, 1.03721], [3.56602, -0.34850, 3.51548], [-0.14823, -1.07733, 4.16222], [-1.10945, -0.96495, 5.30393], [-3.70826, 3.20161, 3.16633], [0.42604, 2.94882, -1.13863], [-2.19999, 1.57095, 2.23883], [-5.85496, -3.12834, 0.06355], [-0.96505, -3.30775, 0.93339], [-2.41074, -2.02933, 1.95420], [1.06914, -1.24739, -4.75815], [-2.93539, 4.03716, -3.57912], [3.12572, 0.75052, 0.90737], [3.52983, -2.67066, -1.55246], [2.53665, 0.96491, -4.74712], [3.63454, 0.68357, 3.33489], [4.15590, 2.64331, -2.06951], [-1.51569, 4.07052, 4.39904], [2.40901, 3.57749, -1.00645], [4.40087, -0.81144, 2.86277], [-1.60184, 4.49049, -4.65401], [1.63674, -3.20386, -3.72576], [-1.78181, 2.82982, -4.12491], [-3.67361, -5.04982, -3.17615], [4.57015, 1.28531, -3.13489], [-3.19554, 3.94881, -1.07161], [4.81657, 1.16098, 0.71334], [3.51491, -1.49980, 0.75830], [3.81356, -2.94477, -4.14592], [-3.55053, 2.60413, -0.00885], [3.23878, -1.31081, -4.24384], [-4.42030, 2.51127, 3.60425], [-1.42544, 5.08396, -2.06836], [2.35693, 1.03523, 5.46838], [2.32778, -4.35637, -2.63912], [-0.06791, 4.67799, -3.01597], [0.54672, -4.12189, 1.47678], [0.69808, 3.41801, 4.06825], [1.00488, -3.39228, -2.00884], [1.60516, 3.99015, -2.49751], [-3.99287, 3.63570, 2.22800], [-1.69030, -1.92035, 5.44397], [4.60117, -0.23531, -1.10031], [2.56684, -3.08045, 0.69220], [-3.97103, -1.43394, 0.31640], [-2.15017, 3.59689, 0.41204], [0.23440, 0.84972, -2.69936], [4.68470, -1.59839, -3.30293], [3.62094, -2.78924, 2.01234], [-1.86449, -3.36496, 2.99797], [0.57118, -3.01054, 0.07670], [-1.96858, -3.25339, -3.03234], [-0.11107, -1.42909, -3.41425], [-1.84367, -0.18344, 5.16416], [3.62837, 2.19831, 0.08322], [1.27776, 4.84004, -1.07150], [0.59971, 0.84425, 5.85194], [-2.38109, 2.04557, -2.23369], [-1.49960, 1.38913, -0.90673], [-0.65481, -0.84063, 6.27434], [1.80172, -0.31181, 6.38894], [-2.47377, -1.98566, 3.68699], [3.88475, -0.46023, 4.56068], [-3.69753, 4.07661, 3.84016], [1.65220, 2.13800, 0.08031], [1.07818, 1.92575, -4.57046], [5.60798, 1.75040, -1.84714], [2.40915, 1.98140, -3.35349], [-0.34912, -0.28791, -4.71315]], "s2": 3.825, "total_charge": 2, "e_homo_ev": [-13.228, -13.512], "e_tot_ev": -70382.6874, "multiplicity": 4}

***

{"formula": "C5H12NO", "method": "ωB97M-V/def2-TZVPD", "species": ["O", "N", "C", "C", "C", "C", "C", "H", "H", "H", "H", "H", "H", "H", "H", "H", "H", "H", "H"], "coordinates": [[-1.79713, 1.11183, -0.42146], [1.45035, 0.60509, 0.03438], [-1.63287, -0.25093, -0.43182], [0.62891, 1.08118, -1.05568], [3.51764, -0.26662, 1.21960], [2.32872, 0.17436, 0.63884], [-2.85702, -0.95831, 0.24988], [-2.71307, 1.19610, -0.28075], [4.43468, 0.05380, 0.59975], [-2.75511, -1.99204, 0.69832], [-0.11372, 0.35116, -1.32056], [-1.85023, -0.63795, -1.45183], [-0.61051, -0.64491, 0.01604], [-3.61403, -1.16889, -0.44743], [0.03122, 1.94254, -0.78206], [3.47207, -1.36861, 1.13028], [3.70232, -0.22898, 2.36884], [1.37071, 1.27132, -1.81877], [-2.99293, -0.27015, 1.05444]], "total_charge": 1, "e_homo_ev": -13.849, "e_tot_ev": -8907.1848}

***

{"formula": "C24H31BrF15N4O11", "method": "ωB97M-V/def2-TZVPD", "species": ["Br", "F", "F", "F", "F", "F", "F", "F", "F", "F", "F", "F", "F", "F", "F", "F", "O", "O", "O", "O", "O", "O", "O", "O", "O", "O", "O", "N", "N", "N", "N", "C", "C", "C", "C", "C", "C", "C", "C", "C", "C", "C", "C", "C", "C", "C", "C", "C", "C", "C", "C", "C", "C", "C", "C", "H", "H", "H", "H", "H", "H", "H", "H", "H", "H", "H", "H", "H", "H", "H", "H", "H", "H", "H", "H", "H", "H", "H", "H", "H", "H", "H", "H", "H", "H", "H"], "coordinates": [[-0.97021, -0.68947, -0.60641], [-8.43065, -1.64061, -0.55167], [0.77639, -5.61497, -4.27302], [0.19665, -4.15396, -2.77704], [7.18146, -0.73766, -1.94481], [3.14032, 1.26863, 4.06547], [-8.84758, 0.27621, -1.47017], [5.11742, 1.06660, 3.21129], [-1.58090, 5.52468, 6.85159], [-1.30352, 3.48301, 7.52552], [5.75723, -2.34974, -2.24005], [-9.85488, -1.51425, -2.17681], [5.15180, -0.53779, -1.22968], [4.42128, 3.00466, 3.89804], [1.94067, -5.40804, -2.45660], [-2.66480, 3.90377, 5.89545], [5.49165, -2.42643, 0.57727], [0.71416, 3.60068, 5.75791], [-6.44620, -1.56000, -2.30921], [7.71866, -2.17399, 0.27392], [-0.69736, 4.56933, 4.28292], [4.28707, 2.96336, 1.25751], [-1.60014, 1.84774, 0.17035], [2.25601, -2.65993, -3.26376], [2.64996, -3.86023, -5.13590], [2.53177, 1.54531, 1.45965], [-7.92376, -0.96264, -3.91540], [-3.73438, -0.44243, 1.30940], [-4.91049, 0.17987, 1.04922], [-3.00088, -2.70467, 1.37054], [-5.21809, -1.96270, 0.73374], [6.17130, -1.39696, -1.40197], [-1.49951, 4.25098, 6.46439], [-0.33562, 4.08432, 5.46307], [2.42898, -0.68475, -4.68944], [-6.78951, -2.50134, -5.43469], [2.87387, 4.33035, -0.18547], [-7.53677, -1.24237, -2.69619], [3.50511, 2.10896, 1.88862], [0.29437, 4.49762, 3.23636], [-2.53714, 0.28839, 1.67722], [-8.71190, -1.03725, -1.71689], [4.05572, 1.86716, 3.31203], [5.68211, -3.00869, 1.88761], [6.58161, -2.04042, -0.05978], [1.24305, -4.74871, -3.38938], [0.28806, 3.12751, 2.59545], [-3.96185, -1.76882, 1.12684], [5.71462, -1.90945, 2.91321], [-5.78079, -0.76769, 0.68844], [3.94356, 3.26394, -0.11301], [3.12145, -1.58687, -3.69183], [-6.92553, -1.07229, -4.96360], [2.15283, -3.70095, -4.06367], [-1.73702, 0.71103, 0.45254], [3.06954, 0.16324, -4.92795], [-2.48236, -3.14317, 0.63165], [6.57203, -1.25519, 2.76197], [4.87179, 3.60761, -0.56173], [3.63888, 2.34780, -0.61662], [2.20589, -1.21803, -5.61260], [4.04495, -1.99631, -4.09269], [2.68633, 4.59686, -1.22472], [-5.98104, -0.67061, -4.60100], [-2.94007, -3.11472, 2.28569], [1.48983, -0.31016, -4.27967], [-1.94569, -0.33772, 2.33519], [-7.75419, -2.88894, -5.76009], [1.94122, 3.97942, 0.25637], [-7.29074, -0.42617, -5.75692], [3.18903, 5.22366, 0.35277], [0.97752, 3.09733, 1.74996], [1.27441, 4.75134, 3.63571], [6.57841, -3.62594, 1.89646], [-6.80537, -0.56354, 0.42921], [0.00705, 5.26787, 2.52469], [0.59131, 2.36467, 3.31329], [3.35433, -1.05062, -2.77792], [4.80971, -1.31341, 2.82832], [-2.83324, 1.21641, 2.15522], [5.77055, -2.32154, 3.91999], [-6.09464, -2.54742, -6.27151], [4.82377, -3.65890, 2.03901], [-6.41479, -3.14493, -4.63944], [-0.71414, 2.89348, 2.23997], [-5.02998, 1.17965, 1.12828]], "total_charge": 1, "e_homo_ev": -12.917, "e_tot_ev": -164673.4031}